Density functional theory data (ωB97M-V with the def2-TZVPD basis set) for C4H10FN in the gas phase in a non-equilibrium geometry.

For the total energy, the calculation gives -8516.9518 eV. The calculation puts the gap between HOMO and LUMO at 10.9506 eV. The LUMO energy comes out at 1.19 eV. As for the net charge: 0. The energy relative to the best compared isomer or geometry (same formula, charge and spin) comes out at 16.77 kcal per mole. Its max |F| is 2.9 eV/A. The highest occupied orbital energy is -9.762 eV. Its spin multiplicity is 1. As for the SMILES: CC[C@H](F)CN.

The geometry in XYZ format:
```
16
Properties=species:S:1:pos:R:3:forces:R:3:lowdin_charge:R:1
C 1.942 -0.575 -0.147 -2.3 -1.2 -0.1 -0.09
C 1.212 0.731 0.057 0.0 1.2 0.3 -0.23
C -0.237 0.643 -0.258 -2.0 0.9 -1.6 -0.31
C -1.071 -0.294 0.573 -2.0 1.0 -1.4 -0.20
H 1.589 -1.112 -1.098 0.6 0.7 1.4 0.12
H 2.988 -0.492 -0.102 1.4 0.3 -0.3 0.05
H 1.665 -1.136 0.743 0.1 -0.9 -0.3 0.07
H 1.180 1.070 1.104 0.8 0.0 -0.1 0.13
H 1.708 1.464 -0.564 -0.2 0.6 0.0 0.11
H -0.423 0.471 -1.360 0.4 -0.1 1.1 0.16
H -1.560 0.357 1.328 0.6 -0.6 -0.1 0.13
H -0.524 -1.072 1.009 0.8 -1.2 0.7 0.08
H -2.381 -0.231 -1.045 0.7 0.6 -0.7 0.05
H -2.968 -0.846 0.135 -2.1 -0.7 1.8 0.02
N -2.123 -0.886 -0.330 1.8 0.1 -0.2 0.02
F -0.997 1.907 -0.044 1.7 -0.7 -0.4 -0.10
```
Forces are in eV/Å.